Density functional theory data (ωB97M-V/def2-TZVPD) for one molecule with the formula C22H28N2O4.

The geometry in XYZ format:
```
56
Properties=species:S:1:pos:R:3:mulliken_charge:R:1
C -6.050 -2.584 1.576 -0.9748
O -4.828 -2.423 0.899 -0.4230
C -4.428 -1.160 0.566 0.6147
C -5.150 -0.006 0.845 -0.7611
C -4.665 1.233 0.465 -1.0843
C -3.451 1.345 -0.199 0.1487
N -3.014 2.624 -0.573 -0.0914
C -1.819 3.007 -1.103 0.8163
C -1.768 4.495 -1.386 -1.5119
O -0.889 2.263 -1.320 -0.6057
C -2.728 0.190 -0.479 0.1443
C -3.201 -1.053 -0.105 0.4499
C -2.419 -2.302 -0.435 -1.2012
N -1.001 -2.066 -0.497 0.0251
C -0.337 -1.898 -1.655 0.3205
O -0.811 -2.103 -2.752 -0.6964
C 1.091 -1.394 -1.474 -0.0529
O 1.530 -1.568 -0.140 -0.7620
C 2.650 -0.791 0.163 0.2037
C 2.456 0.496 0.669 1.0233
C 1.068 1.002 0.922 -1.8943
C 3.575 1.286 0.929 0.9990
C 3.418 2.689 1.437 -1.8122
C 4.839 0.766 0.704 -0.9243
C 5.033 -0.525 0.237 1.2219
C 6.420 -1.052 0.022 -1.7397
C 3.922 -1.322 -0.041 0.7721
C 4.088 -2.724 -0.545 -2.0688
H -6.893 -2.224 0.978 0.3600
H -6.157 -3.656 1.735 0.2511
H -6.046 -2.074 2.545 0.3616
H -6.097 -0.056 1.357 0.4070
H -5.245 2.118 0.688 0.3202
H -3.690 3.356 -0.406 0.2061
H -0.801 4.744 -1.812 0.3656
H -1.910 5.060 -0.467 0.3672
H -2.549 4.770 -2.092 0.3659
H -1.793 0.268 -1.008 0.4959
H -2.641 -3.077 0.303 0.4972
H -2.719 -2.664 -1.425 0.3034
H -0.506 -1.844 0.355 0.2583
H 1.747 -1.918 -2.182 0.3732
H 1.086 -0.329 -1.747 0.2338
H 1.036 1.610 1.824 0.5334
H 0.378 0.171 1.041 0.2420
H 0.718 1.611 0.088 0.3584
H 4.379 3.195 1.463 0.3700
H 3.004 2.689 2.445 0.3598
H 2.742 3.253 0.797 0.3101
H 5.703 1.385 0.902 0.2611
H 7.159 -0.283 0.232 0.3743
H 6.613 -1.902 0.675 0.3358
H 6.549 -1.387 -1.006 0.3265
H 4.495 -2.724 -1.556 0.3560
H 4.776 -3.278 0.092 0.4716
H 3.131 -3.239 -0.550 0.3991
```

The spin multiplicity is 1. For the HOMO energy, the calculation gives -8.05 eV. Its max |F| is 0.56 eV Å⁻¹. As for the net charge: 0. The energy above the lowest of the compared OMol25 structures with the same formula, charge and spin is 1.073 eV. As for the SMILES: COc1ccc(NC(C)=O)cc1CNC(=O)COc1c(C)c(C)cc(C)c1C. For the HOMO-LUMO gap, the calculation gives 0.31789 hartree.